# 1
{"formula": "C25H18Cl3FN2O6Ru", "method": "ωB97M-V/def2-TZVPD", "lumo_energy_ev": [2.501, 2.500], "max_force_ev_per_a": 3.6, "charge": -1, "multiplicity": 2, "species": ["Ru", "O", "C", "C", "O", "O", "C", "C", "C", "C", "C", "C", "C", "C", "C", "C", "C", "C", "H", "H", "H", "H", "H", "H", "H", "H", "H", "H", "H", "O", "C", "C", "C", "C", "C", "C", "C", "N", "C", "C", "N", "H", "H", "H", "H", "H", "H", "H", "F", "Cl", "C", "Cl", "Cl", "C", "O", "O"], "positions_angstrom": [[-0.03253, -0.12008, 0.10847], [0.41579, 2.02992, 0.57798], [-0.78332, 2.83492, 0.63121], [-2.01866, 2.03233, 0.10725], [-3.06201, 2.62935, -0.09550], [-1.84873, 0.76480, -0.01012], [-1.09237, 3.11938, 2.09146], [-0.55039, 2.32842, 3.09700], [-0.87382, 2.57221, 4.42675], [-1.75001, 3.59316, 4.75909], [-2.30989, 4.36994, 3.75164], [-1.98336, 4.13512, 2.42648], [-0.52531, 4.08183, -0.19898], [0.27296, 5.09254, 0.33208], [0.67092, 6.16692, -0.44808], [0.27419, 6.24085, -1.77679], [-0.51963, 5.23787, -2.31273], [-0.91163, 4.15894, -1.53224], [0.68640, 1.99283, -0.37573], [0.11091, 1.51121, 2.84227], [-0.44443, 1.94976, 5.20214], [-2.00216, 3.78078, 5.79571], [-3.01159, 5.15715, 3.99908], [-2.43198, 4.72424, 1.63720], [0.58869, 5.02675, 1.36675], [1.30139, 6.93885, -0.02374], [0.59104, 7.07270, -2.39412], [-0.82432, 5.28038, -3.35067], [-1.51522, 3.37347, -1.96598], [-0.28813, -1.69330, -0.99612], [0.41256, -2.80411, -1.02900], [-0.24632, -3.97724, -1.44572], [0.42299, -5.17219, -1.56904], [1.78936, -5.25584, -1.28297], [2.44567, -4.12189, -0.85779], [1.78218, -2.89853, -0.71918], [2.47477, -1.72065, -0.22968], [1.93258, -0.53691, -0.01979], [2.90791, 0.28147, 0.50900], [4.06861, -0.40735, 0.58104], [3.78381, -1.67176, 0.10743], [-1.30428, -3.89453, -1.65773], [-0.11789, -6.05701, -1.88250], [2.32238, -6.19138, -1.38610], [3.50187, -4.19660, -0.62207], [2.69592, 1.30234, 0.77226], [5.05259, -0.12569, 0.90830], [4.43335, -2.42995, 0.02381], [0.05472, -0.79922, 1.85716], [0.97815, 2.51310, -4.83897], [0.49732, 0.93103, -4.15520], [1.07296, -0.36302, -5.22363], [-1.26360, 0.85910, -4.06144], [1.19676, 0.82340, -2.74153], [2.38011, 0.55911, -2.74425], [0.41052, 1.09240, -1.77649]]}

---

# 2
{"formula": "AgClCu", "method": "ωB97M-V/def2-TZVPD", "lumo_energy_ev": [-11.990, -15.836], "max_force_ev_per_a": 5.9, "charge": 2, "multiplicity": 2, "species": ["Ag", "Cu", "Cl"], "positions_angstrom": [[1.62594, -12.99219, 11.59607], [1.77866, -10.59851, 10.12952], [2.69107, -11.23567, 11.71876]]}

---

# 3
{"formula": "C6H10", "method": "ωB97M-V/def2-TZVPD", "smiles": "C1C[C@@H]2C[C@@H]2C1", "lumo_energy_ev": 1.270, "max_force_ev_per_a": 3.4, "species": ["C", "C", "C", "C", "C", "C", "H", "H", "H", "H", "H", "H", "H", "H", "H", "H"], "positions_angstrom": [[-0.88403, -0.64043, 0.92021], [-1.21234, -0.39921, -0.54095], [-0.02726, 0.19363, -1.21741], [1.34346, -0.26765, -0.86590], [0.87669, 0.88083, -0.02966], [0.26164, 0.61134, 1.28676], [-0.32141, -1.55567, 1.08848], [-1.75867, -0.65017, 1.57477], [-2.09798, 0.23070, -0.66324], [-1.50097, -1.40071, -0.91237], [-0.17178, 0.71307, -2.16047], [1.46207, -1.23813, -0.38790], [2.12647, -0.06111, -1.59211], [1.24511, 1.86846, -0.23020], [0.90871, 0.22239, 2.05256], [-0.24830, 1.48899, 1.68380]]}

---

# 4
{"formula": "CH2ClO4ReSTe4", "method": "ωB97M-V/def2-TZVPD", "lumo_energy_ev": [1.596, 1.103], "max_force_ev_per_a": 8.7, "charge": -1, "multiplicity": 4, "species": ["Re", "Te", "Te", "Te", "Te", "O", "S", "O", "O", "O", "Cl", "C", "H", "H"], "positions_angstrom": [[0.10017, -0.40387, 0.89563], [-0.25769, 0.96255, 2.93904], [-0.19688, -0.64475, 5.03266], [-1.23850, -2.99809, 4.16115], [-1.93058, -2.02445, 1.66655], [3.27157, -0.45979, -0.07726], [2.04150, -1.18076, -0.26652], [2.04571, -2.29167, -1.17090], [0.98436, -0.16431, -0.74028], [1.53464, -1.63512, 1.09874], [-2.94269, 1.33081, 0.76429], [-1.36251, 0.94827, -0.00070], [-0.94043, 1.92375, -0.25429], [-1.64391, 0.49302, -0.95500]]}

---

# 5
{"formula": "C43H24Cl2F4N4O5PSSnTe", "method": "ωB97M-V/def2-TZVPD", "lumo_energy_ev": [-5.730, -5.735], "max_force_ev_per_a": 2.1, "charge": 1, "species": ["Sn", "O", "C", "O", "C", "C", "C", "C", "C", "C", "P", "C", "C", "C", "C", "C", "C", "C", "C", "C", "C", "C", "C", "H", "H", "H", "H", "H", "H", "H", "H", "H", "H", "H", "H", "H", "H", "O", "C", "C", "C", "C", "C", "C", "C", "O", "O", "H", "H", "H", "H", "H", "Te", "C", "C", "C", "C", "S", "H", "H", "H", "Cl", "C", "Cl", "H", "H", "F", "C", "C", "F", "C", "C", "C", "F", "C", "C", "C", "N", "C", "N", "F", "C", "C", "N", "C", "N"], "positions_angstrom": [[1.00128, 0.35647, -1.34464], [4.56800, 1.76502, -1.49299], [3.52400, 2.27124, -1.15874], [2.32972, 2.04657, -1.64376], [3.46854, 3.29283, -0.03881], [4.54518, 4.13742, 0.19474], [4.46558, 5.08980, 1.19675], [3.31831, 5.19885, 1.97324], [2.25557, 4.33705, 1.76920], [2.33357, 3.37148, 0.76315], [0.91653, 2.23354, 0.63743], [-0.49582, 3.33113, 0.33011], [-1.38214, 3.74463, 1.32097], [-2.42681, 4.59565, 0.99261], [-2.58783, 5.03780, -0.31155], [-1.69609, 4.63753, -1.29793], [-0.65588, 3.78129, -0.98094], [0.77083, 1.54301, 2.30258], [1.90426, 1.40990, 3.10421], [1.79959, 0.82198, 4.35556], [0.57623, 0.34788, 4.80404], [-0.54911, 0.45323, 3.99621], [-0.45077, 1.03249, 2.74369], [5.43042, 4.03551, -0.41814], [5.30263, 5.75018, 1.38120], [3.25116, 5.95067, 2.74841], [1.36624, 4.40574, 2.38407], [-1.26347, 3.40728, 2.34152], [-3.12239, 4.90840, 1.76038], [-3.40618, 5.70011, -0.56139], [-1.81513, 4.98779, -2.31438], [0.05494, 3.47059, -1.74099], [2.86152, 1.78199, 2.76245], [2.67612, 0.73160, 4.98329], [0.49834, -0.11245, 5.78020], [-1.50356, 0.07390, 4.33966], [-1.32096, 1.10298, 2.10375], [4.23014, -2.45181, 0.77260], [3.38142, -2.71402, 1.78001], [3.75831, -3.51693, 2.85772], [2.88397, -3.76649, 3.89570], [1.60092, -3.23075, 3.88326], [1.20933, -2.45241, 2.81559], [2.08130, -2.17896, 1.75935], [1.58427, -1.32487, 0.65736], [0.37134, -1.00260, 0.60444], [2.38995, -0.88975, -0.23076], [5.06212, -2.91833, 0.89837], [4.75460, -3.94463, 2.87108], [3.20459, -4.38706, 4.72214], [0.91465, -3.42798, 4.69540], [0.21793, -2.02602, 2.77299], [-0.12039, 0.64490, -3.97947], [-0.68989, 2.60159, -4.25731], [-1.97885, 3.08480, -4.14891], [-2.14233, 4.34051, -4.75510], [-0.97678, 4.80479, -5.30900], [0.31942, 3.72838, -5.10306], [-2.76216, 2.53821, -3.64244], [-3.07858, 4.87649, -4.80507], [-0.83300, 5.73244, -5.84119], [-2.23350, -0.73179, -1.27283], [-2.74750, -0.99130, 0.40757], [-3.65633, 0.39927, 1.00830], [-1.84809, -1.12579, 0.99834], [-3.39631, -1.85907, 0.44022], [-0.24054, -3.71418, -1.03937], [-1.26636, -4.35022, -1.57615], [-2.08246, -5.04672, -0.76517], [-1.84307, -5.02167, 0.53132], [-3.22905, -5.77377, -1.25908], [-3.44027, -5.68563, -2.68519], [-2.63663, -4.96603, -3.49115], [-2.88202, -4.92346, -4.78695], [-1.50751, -4.23071, -2.99213], [-0.74909, -3.42109, -3.80493], [0.38837, -2.69844, -3.34929], [1.29485, -2.06640, -3.01775], [-1.07850, -3.09732, -5.15558], [-1.32302, -2.70466, -6.20835], [-4.45011, -6.34318, -3.21055], [-4.05606, -6.49477, -0.43696], [-5.24920, -7.13599, -0.88398], [-6.24282, -7.63888, -1.16688], [-3.81111, -6.67007, 0.95885], [-3.63836, -6.85869, 2.07887]]}

---

# 6
{"formula": "C11H12N2O", "method": "ωB97M-V/def2-TZVPD", "smiles": "C=C1N=C(C)C2=CC=CC[C@@]12C(N)=O", "lumo_energy_ev": 0.150, "max_force_ev_per_a": 5.6, "species": ["C", "C", "N", "C", "C", "C", "C", "C", "C", "C", "C", "C", "N", "O", "H", "H", "H", "H", "H", "H", "H", "H", "H", "H", "H", "H"], "positions_angstrom": [[-0.16602, -0.76243, 2.82064], [0.03397, -0.01934, 1.79746], [-0.04866, 1.32860, 1.78594], [0.13673, 1.86109, 0.61659], [-0.00738, 3.25823, 0.27418], [0.36543, 0.83470, -0.39997], [0.89278, 0.88351, -1.64945], [0.98247, -0.40940, -2.38639], [1.00194, -1.52741, -1.69502], [0.96460, -1.57747, -0.17134], [0.05551, -0.47402, 0.23432], [-1.39293, -0.67918, -0.00556], [-1.82822, -1.94112, -0.10982], [-2.18147, 0.20774, -0.13105], [-0.27152, -0.45059, 3.80372], [-0.31420, -1.84046, 2.80078], [-0.02726, 3.91917, 1.01867], [-0.87723, 3.35470, -0.26669], [0.80635, 3.59204, -0.57388], [1.12072, 1.76852, -2.07329], [0.95091, -0.34781, -3.42895], [1.05265, -2.39175, -2.28653], [0.76030, -2.58277, 0.07644], [1.99459, -1.33704, 0.11253], [-1.21943, -2.66110, 0.11218], [-2.78462, -2.00641, -0.27553]]}

---

# 7
{"formula": "C16H21BClN5O2S6SbZr", "method": "ωB97M-V/def2-TZVPD", "lumo_energy_ev": 1.558, "max_force_ev_per_a": 3.3, "charge": -1, "species": ["Zr", "S", "Sb", "S", "S", "S", "C", "N", "C", "C", "N", "B", "N", "C", "C", "N", "C", "C", "S", "C", "S", "H", "H", "H", "H", "H", "H", "H", "H", "H", "H", "H", "H", "N", "C", "C", "C", "C", "C", "C", "H", "H", "H", "H", "H", "H", "H", "Cl", "C", "C", "O", "O", "H", "H"], "positions_angstrom": [[0.90705, -0.12638, 0.37530], [3.94940, -0.93790, -2.68040], [2.89439, -2.30689, -1.19618], [3.02509, -1.34315, 1.02047], [0.50698, -1.69447, -1.44177], [3.06295, -4.53072, -1.13314], [-0.24221, -4.30520, 4.19760], [-0.86213, -4.51247, 2.89988], [-2.86265, -2.77019, 3.62782], [-2.75312, -1.44949, 0.98620], [-3.26561, -0.61131, 0.36505], [-3.74119, 0.58171, -0.47483], [-2.80328, 0.62738, -1.74469], [-3.14921, 0.14577, -2.98160], [-2.10425, 0.33776, -3.81677], [-1.10987, 0.93493, -3.07300], [0.16642, 1.34784, -3.60660], [-1.55815, 1.09695, -1.80793], [-0.72290, 1.75696, -0.43021], [-2.63260, -5.20701, -0.42623], [-1.63186, -4.60019, -1.39812], [0.30959, -3.35882, 4.27005], [0.46641, -5.12306, 4.32035], [-0.96081, -4.34393, 5.02722], [-2.42873, -2.39264, 4.53929], [-3.71712, -2.30407, 3.15830], [-3.60175, 1.59526, 0.15431], [-4.86653, 0.42343, -0.88228], [-4.11442, -0.29449, -3.15194], [-1.96354, 0.09697, -4.85481], [0.01752, 1.71258, -4.62188], [0.87980, 0.52293, -3.60795], [0.52992, 2.15900, -2.98961], [2.64054, 1.21378, -0.58967], [2.63634, 2.64713, -0.45494], [2.94637, 3.47675, -1.52161], [2.90445, 4.85466, -1.35796], [2.57050, 5.40502, -0.13072], [2.28667, 4.56979, 0.94162], [2.31965, 3.19507, 0.78201], [2.87537, 0.88147, -1.53583], [3.40391, 0.82634, -0.03105], [3.23507, 3.04527, -2.47179], [3.14195, 5.49796, -2.19545], [2.53497, 6.47924, -0.00754], [2.02746, 4.98833, 1.90504], [2.08564, 2.54551, 1.62067], [-1.83590, -3.31711, 2.50818], [-0.50416, -1.90089, 1.89857], [-0.18165, -0.84061, 2.92373], [-0.44616, -0.89009, 4.09307], [0.45597, 0.18192, 2.33772], [-1.08320, -1.49221, 1.06061], [0.36263, -2.49441, 1.60347]]}

---

# 8
{"formula": "C4H9NOS", "method": "ωB97M-V/def2-TZVPD", "smiles": "C=NS[C@@H](C)CO", "lumo_energy_ev": 0.834, "max_force_ev_per_a": 1.2, "species": ["C", "N", "S", "C", "C", "C", "O", "H", "H", "H", "H", "H", "H", "H", "H", "H"], "positions_angstrom": [[3.16806, -0.05082, 0.01450], [1.93003, 0.25448, -0.03723], [0.78705, -1.08460, 0.04356], [-0.78697, -0.24667, -0.33994], [-1.85620, -1.29423, -0.02267], [-0.99112, 1.10178, 0.38381], [-0.26724, 2.13592, -0.20721], [3.55787, -1.07670, 0.05574], [3.86687, 0.78680, 0.00503], [-0.82045, 0.03946, -1.41933], [-1.75726, -1.67473, 1.00373], [-2.86282, -0.89531, -0.23410], [-1.79865, -2.19933, -0.66285], [-0.72794, 1.03399, 1.46100], [-2.03854, 1.41434, 0.37289], [0.59731, 1.75563, -0.41692]]}